An isolated molecule of C4H10N4 in a non-equilibrium geometry, computed with ωB97M-V/def2-TZVPD.

## Properties
- LUMO (eV) = 0.93
- E_HOMO (eV) = -8.478
- energy (eV) = -10268.4319
- largest force on an atom (Eh/bohr) = 0.054
- 2S+1 = 1
- HOMO-LUMO gap (eV) = 9.407
- structure (SMILES) = [H]/N=C(\NC)N(N)C=C
- ΔE to the lowest compared entry with this formula, charge and spin (kJ/mol) = 233.4

The geometry in XYZ format:
```
18
C4H10N4 ωB97M-V/def2-TZVPD
C 1.11068 -0.62679 1.69915
N 0.01600 0.16058 -0.96202
N 0.20498 0.47931 1.39004
C 0.23333 1.00659 0.12535
N 0.59127 0.63131 -2.17531
C -0.85918 -0.90049 -1.10049
C -1.91770 -1.26050 -0.36969
N 0.56601 2.25897 -0.00131
H -0.73448 0.16779 1.60615
H 1.46315 1.10728 -1.91386
H 0.01198 1.42277 -2.47046
H 0.67435 2.60364 0.95896
H -0.63235 -1.48218 -1.99402
H 0.57214 -1.40312 2.25242
H 1.93172 -0.26798 2.32617
H 1.54198 -1.08846 0.80431
H -2.25767 -0.69044 0.48511
H -2.51620 -2.11827 -0.66050
```

Atom charges from the natural (NBO) analysis, given in e for atoms 1 to 6:
1. C -0.413
2. N -0.318
3. N -0.683
4. C 0.553
5. N -0.621
6. C 0.012